No. 1
This record from OMol25 describes C16H15N2O4S as an isolated structure in a non-equilibrium geometry. The level of theory is wB97M-V/def2-TZVPD.

Its LUMO energy is 2.85 eV. Its net charge is -1. The calculation puts the HOMO-LUMO gap at 5.383 eV. For the calculated total energy, the calculation gives -1427.24605 Eh.

```
38
Properties=species:S:1:pos:R:3:lowdin_charge:R:1
C 0.845 -2.827 -4.569 -0.100
C 0.020 -1.747 -4.236 -0.082
C -0.435 -1.594 -2.924 -0.056
C -0.035 -2.502 -1.944 -0.271
S -0.601 -2.316 -0.233 0.685
C 0.358 -0.914 0.392 -0.254
C 0.451 -0.956 1.877 -0.274
C 1.591 -0.338 2.424 -0.048
C 1.747 -0.257 3.819 -0.109
C 0.771 -0.761 4.664 -0.137
C -0.314 -1.448 4.124 -0.101
C -0.468 -1.570 2.735 -0.057
O -1.983 -1.910 -0.319 -0.323
O -0.180 -3.504 0.483 -0.324
C 0.770 -3.592 -2.274 -0.067
C 1.215 -3.752 -3.589 -0.092
H 1.188 -2.953 -5.601 0.098
H -0.283 -1.021 -4.999 0.104
H -1.086 -0.761 -2.655 0.109
H 1.336 -0.955 -0.129 0.107
H 2.315 0.083 1.725 0.107
H 2.647 0.228 4.205 0.093
H 0.894 -0.696 5.755 0.091
H -1.052 -1.921 4.776 0.095
H -1.336 -2.124 2.350 0.101
H 1.055 -4.296 -1.495 0.106
H 1.852 -4.606 -3.844 0.100
H -1.717 2.933 -1.401 0.090
C -1.070 2.913 -0.511 -0.144
C -0.817 4.177 0.172 -0.555
O -0.166 4.319 1.182 0.044
O -1.426 5.199 -0.486 -0.092
C -1.284 6.496 0.083 -0.088
N -0.550 1.827 -0.045 -0.071
N -0.469 0.639 -0.146 0.064
H -1.826 7.167 -0.587 0.080
H -1.720 6.543 1.083 0.085
H -0.236 6.796 0.137 0.084
```



No. 2
This record from OMol25 describes C6H10 in the gas phase. The level of theory is wB97M-V/def2-TZVPD.

Its LUMO energy is 0.17 eV. The calculation puts the HOMO-LUMO gap at 8.042 eV. For the calculated total energy, the calculation gives -234.46538 Eh.

```
16
Properties=species:S:1:pos:R:3:lowdin_charge:R:1
C 0.516 -1.309 -0.825 -0.044
C 0.518 0.042 -0.159 -0.272
C 1.584 0.995 -0.600 -0.078
C -1.909 -0.142 0.490 -0.067
C -0.522 0.405 0.684 -0.432
C 0.045 1.119 1.728 0.128
H 1.513 -1.762 -0.782 0.090
H 0.264 -1.203 -1.890 0.097
H -0.201 -2.000 -0.374 0.079
H 1.323 2.003 -0.279 0.071
H 2.585 0.752 -0.235 0.087
H 1.616 0.946 -1.699 0.088
H -2.087 -0.281 -0.582 0.078
H -2.109 -1.090 1.002 0.080
H -2.618 0.606 0.853 0.079
H -0.518 0.919 2.667 0.018
```



No. 3
This record from OMol25 describes a 2-piece molecular cluster, C2H6O2SSi overall in a non-equilibrium geometry. The level of theory is wB97M-V/def2-TZVPD.

Its LUMO energy is -0.88 eV. The calculation puts the HOMO-LUMO gap at 8.179 eV. For the calculated total energy, the calculation gives -917.85095 Eh.

```
12
Properties=species:S:1:pos:R:3:lowdin_charge:R:1
C -0.074 0.933 -0.405 -0.763
C 1.664 -0.552 -0.491 -0.048
O 0.680 1.826 -0.638 0.046
O 0.269 -0.334 -0.312 -0.179
Si -1.858 1.033 0.112 0.425
S -3.133 -0.598 -0.231 0.397
H 2.044 0.432 -0.499 0.044
H 1.689 -0.820 -1.622 0.134
H 2.127 -1.243 0.320 0.133
H -2.452 2.082 -0.656 -0.066
H -0.989 0.531 2.192 0.067
H -2.289 -1.520 0.236 -0.189
```



No. 4
This record from OMol25 describes C5H13N in the gas phase in a non-equilibrium geometry. The level of theory is wB97M-V/def2-TZVPD.

Its LUMO energy is 1.18 eV. The SMILES is CC(C)[C@H](C)N. The calculation puts the HOMO-LUMO gap at 10.263 eV. For the calculated total energy, the calculation gives -253.05806 Eh.

```
19
Properties=species:S:1:pos:R:3:lowdin_charge:R:1
C -0.763 0.060 0.491 -0.472
C 0.487 0.168 -0.391 -0.429
C -1.522 -1.257 0.372 -0.077
C 1.353 -1.094 -0.402 -0.093
C 1.364 1.379 -0.049 -0.086
N -1.692 1.154 0.287 0.028
H -0.305 0.130 1.542 0.160
H 0.110 0.309 -1.462 0.152
H -2.176 1.065 -0.605 0.077
H -1.230 2.059 0.301 0.057
H -1.783 -1.470 -0.670 0.082
H -2.450 -1.233 0.954 0.078
H -0.924 -2.088 0.758 0.071
H 0.798 2.313 0.000 0.062
H 1.857 1.239 0.919 0.082
H 1.693 -1.349 0.607 0.085
H 0.807 -1.949 -0.811 0.069
H 2.236 -0.947 -1.033 0.076
H 2.141 1.513 -0.809 0.078
```



No. 5
This record from OMol25 describes a 2-piece molecular cluster, C8H20O4 overall in a non-equilibrium geometry. The level of theory is wB97M-V/def2-TZVPD.

Its LUMO energy is 0.90 eV. The SMILES is COCCOC.COCCOC. The calculation puts the HOMO-LUMO gap at 10.160 eV. For the calculated total energy, the calculation gives -617.54414 Eh.

```
32
Properties=species:S:1:pos:R:3:lowdin_charge:R:1
C -2.028 -0.286 3.636 -0.152
O -1.482 -0.464 2.408 -0.153
C -2.344 -0.361 1.282 -0.145
C -1.519 0.206 0.124 -0.292
O -1.319 1.524 0.469 -0.152
C -0.343 2.290 -0.176 -0.073
H -2.312 0.767 3.644 0.089
H -1.298 -0.453 4.428 0.092
H -2.956 -0.793 3.899 0.086
H -3.284 0.184 1.373 0.132
H -2.673 -1.335 0.919 0.123
H -2.042 0.105 -0.828 0.117
H -0.564 -0.310 0.023 0.060
H -0.402 3.289 0.258 0.098
H -0.581 2.191 -1.235 0.099
H 0.683 1.940 -0.065 0.068
C 3.227 0.819 -1.793 -0.079
O 2.038 0.800 -0.983 -0.208
C 1.837 -0.395 -0.252 -0.195
C 1.591 -1.690 -1.013 -0.205
O 0.243 -2.086 -1.031 -0.154
C -0.538 -1.084 -1.741 -0.108
H 3.277 1.835 -2.185 0.089
H 3.251 0.199 -2.690 0.078
H 4.140 0.596 -1.241 0.089
H 0.936 -0.225 0.337 0.108
H 2.560 -0.641 0.526 0.131
H 1.936 -2.533 -0.414 0.130
H 2.122 -1.738 -1.964 0.120
H -0.613 -0.157 -1.173 -0.008
H -1.594 -1.297 -1.903 0.109
H 0.048 -0.898 -2.641 0.105
```



No. 6
This record from OMol25 describes C3H3F2N in the gas phase in a non-equilibrium geometry. The level of theory is wB97M-V/def2-TZVPD.

Its LUMO energy is 0.69 eV. The SMILES is CC(F)(F)C#N. The calculation puts the HOMO-LUMO gap at 12.640 eV. For the calculated total energy, the calculation gives -370.50482 Eh.

```
9
Properties=species:S:1:pos:R:3:lowdin_charge:R:1
C -0.811 -0.559 -0.390 0.021
C 0.005 0.620 0.172 -0.674
C 1.477 0.310 0.008 -0.043
H -1.778 -0.380 -0.299 0.035
H -0.342 -0.801 -1.333 0.083
H -0.504 -1.455 0.305 0.144
N 2.700 0.383 0.135 0.166
F -0.191 0.210 1.487 0.014
F -0.557 1.673 -0.085 0.255
```